i:
Formula: C2H6O2
Source: OMol25
Level of theory: ωB97M-V with the def2-TZVPD basis set

Positions of all 10 atoms, in Å:
C1 -0.02896 -0.97777 0.00351
C2 1.00399 -2.04610 0.30134
O1 1.06478 -3.02773 -0.43725
H1 -0.24074 -1.08258 -1.07388
H2 0.27235 0.06434 0.20308
H3 -0.95351 -1.19057 0.56612
H4 1.56697 -1.89551 1.25427
O2 -0.49910 3.39462 -0.33674
H5 -1.14406 4.12964 -0.44648
H6 -1.04172 2.63163 -0.03399

## Properties
HOMO	-10.07	eV
SMILES string	CC=O.O
2S+1	1

Löwdin atomic charge list, values in e, 8 entries:
1 C -0.0712
2 C -0.2934
3 O 0.0155
4 H 0.0829
5 H 0.0695
6 H 0.0839
7 H 0.1175
8 O -0.0915

ii:
Formula: C2H6O2
Source: OMol25
Level of theory: ωB97M-V with the def2-TZVPD basis set

Positions of all 10 atoms, in Å:
O1 -1.28459 -0.84311 -0.03696
C1 -0.62579 0.38722 -0.33491
C2 0.79267 0.34469 0.17642
O2 1.44507 -0.83370 -0.23897
H1 -1.45062 -0.87924 0.91111
H2 -0.64110 0.45388 -1.43371
H3 -1.16625 1.26147 0.07003
H4 0.80637 0.42097 1.27203
H5 1.35722 1.20286 -0.19796
H6 0.76702 -1.51505 -0.18709

## Properties
HOMO	-10.28	eV
SMILES string	OCCO
2S+1	1

Löwdin atomic charge list, values in e, 8 entries:
1 O -0.0743
2 C -0.2452
3 C -0.2725
4 O -0.0592
5 H 0.0929
6 H 0.1274
7 H 0.1226
8 H 0.1151

iii:
Formula: C2H6O2
Source: OMol25
Level of theory: ωB97M-V with the def2-TZVPD basis set

Positions of all 10 atoms, in Å:
C1 -1.08803 0.25549 -0.57450
C2 -0.29208 1.24842 -0.17465
O1 0.75798 1.06696 0.74323
H1 -1.84317 0.23173 -1.35490
H2 -1.01285 -0.69074 -0.05657
H3 -0.34535 2.18410 -0.57805
H4 0.76904 1.77938 1.45988
O2 0.74522 -2.29315 0.15915
H5 1.55997 -2.32022 0.61514
H6 0.74927 -1.46198 -0.23873

## Properties
HOMO	-9.67	eV
SMILES string	C=CO.O
2S+1	1

Löwdin atomic charge list, values in e, 8 entries:
1 C 0.0244
2 C -0.2440
3 O -0.0592
4 H 0.0632
5 H 0.0457
6 H 0.0690
7 H 0.1316
8 O -0.0158

iv:
Formula: C2H6O2
Source: OMol25
Level of theory: ωB97M-V with the def2-TZVPD basis set

Positions of all 10 atoms, in Å:
O1 1.44728 -0.90778 -0.16897
C1 0.87395 0.33862 0.03913
C2 -0.67299 0.36086 -0.21130
O2 -1.18171 -0.90214 -0.09890
H1 0.45722 -1.47417 -0.36744
H2 1.10130 0.77680 1.17760
H3 1.46230 1.03373 -0.60880
H4 -1.23486 1.01412 0.56383
H5 -1.04264 0.95490 -1.21507
H6 -1.20985 -1.19494 0.88993

## Properties
HOMO	-9.60	eV
SMILES string	OCCO
2S+1	1

Löwdin atomic charge list, values in e, 8 entries:
1 O -0.1499
2 C -0.3308
3 C -0.3085
4 O -0.1135
5 H 0.1860
6 H 0.1472
7 H 0.1062
8 H 0.1257

Stability check: which of them is least stable? iv.

i:
Formula: C4H10S2
Source: OMol25
Level of theory: ωB97M-V with the def2-TZVPD basis set

Positions of all 16 atoms, in Å:
C1 -3.35547 -0.48954 -0.14531
S1 -1.98928 0.61595 0.06830
C2 -0.62221 -0.49961 0.17737
C3 0.60697 0.36570 0.38891
S2 2.01427 -0.65399 0.07783
C4 3.30804 0.49640 -0.19676
H1 -2.92803 -1.26071 -0.80155
H2 -4.14683 0.05421 -0.64546
H3 -3.69885 -0.91833 0.78886
H4 -0.54738 -0.95710 -0.78853
H5 -0.66666 -1.26075 0.92519
H6 0.76295 0.83340 1.34052
H7 0.51180 1.15786 -0.35260
H8 4.00676 0.34225 -1.01432
H9 3.86248 0.69611 0.69739
H10 2.88144 1.47813 -0.51984

## Properties
HOMO	-8.33	eV
SMILES string	CSCCSC
2S+1	1

Löwdin atomic charge list, values in e, 8 entries:
1 C -0.4269
2 S 0.8177
3 C -0.6175
4 C -0.6220
5 S 0.8252
6 C -0.4552
7 H 0.0370
8 H 0.0288

ii:
Formula: C4H10S2
Source: OMol25
Level of theory: ωB97M-V with the def2-TZVPD basis set

Positions of all 16 atoms, in Å:
C1 1.81383 -0.31827 -2.06025
C2 1.09579 -0.66486 -0.63259
C3 -0.06094 0.43358 -0.23213
S1 0.24383 2.08677 -0.11925
C4 -0.80381 -0.11872 1.13020
S2 -1.36750 -1.68982 1.14121
H1 2.76169 -1.06121 -2.31811
H2 2.10537 0.66181 -2.04649
H3 1.21709 -0.73625 -2.87225
H4 0.61785 -1.63818 -0.70432
H5 1.97283 -0.78831 0.07112
H6 -0.80634 0.50268 -1.10992
H7 1.32661 2.15753 0.76586
H8 -1.52245 0.61059 1.13416
H9 0.02540 -0.22081 1.89237
H10 -1.98864 -1.82945 -0.39515

## Properties
HOMO	-8.72	eV
SMILES string	CC[C@H](S)CS
2S+1	1

Löwdin atomic charge list, values in e, 8 entries:
1 C -0.1097
2 C -0.2404
3 C -0.8134
4 S 0.7636
5 C -0.7461
6 S 0.6697
7 H 0.1180
8 H -0.0020

iii:
Formula: C4H10S2
Source: OMol25
Level of theory: ωB97M-V with the def2-TZVPD basis set

Positions of all 16 atoms, in Å:
C1 1.75759 -0.27487 -2.37668
C2 1.45770 0.71337 -1.25543
C3 1.34297 0.05557 0.11222
S1 -0.06884 -1.08062 0.29457
S2 -1.66982 0.20487 0.29824
C4 -1.64508 0.82216 1.99933
H1 2.68485 -0.81629 -2.18180
H2 1.85957 0.24578 -3.32954
H3 0.94828 -0.99522 -2.49332
H4 0.52755 1.24384 -1.46916
H5 2.25691 1.45773 -1.19848
H6 1.30851 0.79616 0.91239
H7 2.20912 -0.58518 0.30146
H8 -2.50923 1.47816 2.10030
H9 -0.73610 1.38004 2.21181
H10 -1.72985 -0.01063 2.69361

## Properties
HOMO	-8.75	eV
SMILES string	CCCSSC
2S+1	1

Löwdin atomic charge list, values in e, 8 entries:
1 C -0.1268
2 C -0.3406
3 C -0.5674
4 S 0.4844
5 S 0.4310
6 C -0.4779
7 H 0.0731
8 H 0.0697

iv:
Formula: C4H10S2
Source: OMol25
Level of theory: ωB97M-V with the def2-TZVPD basis set

Positions of all 16 atoms, in Å:
C1 1.71313 2.74395 -0.42502
C2 0.92127 1.77648 0.03061
C3 1.33728 0.77698 1.09451
H1 1.49811 3.25748 -1.35708
H2 2.54453 3.13825 0.14993
H3 -0.03946 1.47652 -0.37562
H4 0.58121 0.90754 1.88346
H5 1.18053 -0.18114 0.59900
H6 2.36313 0.80191 1.45881
C4 -1.14368 -2.57510 -0.84715
S1 -2.40991 -1.36164 -1.35080
S2 -2.80026 -0.45611 0.49960
H7 -1.06940 -3.18045 -1.75090
H8 -1.55080 -3.22523 -0.07886
H9 -0.15505 -2.21198 -0.57362
H10 -2.97063 -1.68747 1.04312

## Properties
HOMO	-8.76	eV
SMILES string	C=CC.CSS
2S+1	1

Löwdin atomic charge list, values in e, 8 entries:
1 C -0.0237
2 C -0.2411
3 C -0.1151
4 H 0.0444
5 H 0.0532
6 H 0.0793
7 H 0.0718
8 H 0.0537

Stability check: which of them is least stable? ii.

i:
Formula: C23H25N3O5
Source: OMol25
Level of theory: ωB97M-V with the def2-TZVPD basis set

Positions of all 56 atoms, in Å:
C1 -0.80522 -0.23184 2.31940
O1 -2.07757 -0.24744 1.72366
C2 -2.88761 -1.33755 2.12513
C3 -2.63042 -2.62933 1.32922
C4 -3.60268 -2.78375 0.15310
N1 -3.51784 -1.67124 -0.75986
C5 -4.35165 -0.61946 -0.69180
O2 -5.36221 -0.57948 -0.02049
C6 -3.88060 0.55621 -1.55771
N2 -2.61274 1.07211 -1.08497
C7 -1.44151 0.51220 -1.47112
O3 -1.39317 -0.41438 -2.27095
C8 -0.22087 1.05689 -0.83229
C9 0.77924 0.16287 -0.61886
N3 1.90333 0.44474 0.08072
C10 2.89232 -0.56733 0.22989
C11 3.27004 -0.99767 1.48837
C12 4.24208 -1.97466 1.62514
C13 4.82940 -2.51532 0.49728
C14 4.46069 -2.08845 -0.76811
C15 3.49136 -1.10462 -0.92125
O4 3.06345 -0.60174 -2.10877
C16 3.63765 -1.08869 -3.29763
C17 2.13223 1.69232 0.66035
O5 3.11936 1.89154 1.34205
C18 1.12009 2.70489 0.35969
C19 1.35071 4.00447 0.82053
C20 0.47066 5.01846 0.52459
C21 -0.64522 4.74947 -0.26438
C22 -0.89437 3.47423 -0.71831
C23 -0.03484 2.41524 -0.39348
H1 -0.17340 -1.05688 1.96852
H2 -0.34151 0.71516 2.04872
H3 -0.88349 -0.29206 3.41187
H4 -3.91773 -1.00861 1.97090
H5 -2.73968 -1.52015 3.19791
H6 -1.60580 -2.61646 0.95099
H7 -2.73957 -3.49398 1.98467
H8 -4.62942 -2.81609 0.52619
H9 -3.38837 -3.70901 -0.38915
H10 -2.68735 -1.58530 -1.33519
H11 -4.62802 1.35023 -1.51999
H12 -3.74138 0.22014 -2.58855
H13 -2.63050 1.57264 -0.20945
H14 0.68506 -0.84889 -0.98526
H15 2.80554 -0.55569 2.35561
H16 4.53734 -2.30679 2.60771
H17 5.58886 -3.27643 0.59399
H18 4.94178 -2.51970 -1.63138
H19 3.14212 -0.54720 -4.10146
H20 4.71334 -0.89083 -3.33417
H21 3.45749 -2.16126 -3.42017
H22 2.24353 4.18111 1.40121
H23 0.65109 6.02042 0.88282
H24 -1.31963 5.55085 -0.52846
H25 -1.74440 3.29207 -1.35700

## Properties
HOMO	-8.26	eV
SMILES string	COCCCNC(=O)CNC(=O)c1cn(-c2ccccc2OC)c(=O)c2ccccc12
2S+1	1

Löwdin atomic charge list, values in e, 8 entries:
1 C -0.1027
2 O -0.1978
3 C -0.2064
4 C -0.1368
5 C -0.1741
6 N 0.0811
7 C -0.4876
8 O 0.0544

ii:
Formula: C23H25N3O5
Source: OMol25
Level of theory: ωB97M-V with the def2-TZVPD basis set

Positions of all 56 atoms, in Å:
C1 4.40762 -0.64018 0.45209
O1 4.35028 -1.79541 -0.34905
C2 3.19127 -2.49567 -0.41100
C3 3.21347 -3.63808 -1.21658
C4 2.09714 -4.43889 -1.32260
C5 0.93581 -4.11844 -0.63962
C6 0.89385 -2.96549 0.13420
C7 -0.36918 -2.60640 0.79935
O2 -0.97224 -3.58276 1.45508
C8 -0.95001 -1.37277 0.69174
C9 -2.28175 -1.13691 1.18220
O3 -2.95691 -1.91686 1.84673
C10 -2.70401 0.21925 0.65352
O4 -3.76598 0.78527 0.79556
N1 -1.64398 0.70040 -0.04631
C11 -1.69692 1.94839 -0.75862
C12 -0.58623 2.96565 -0.39428
N2 -0.56498 3.56996 0.90311
C13 0.04910 2.89738 2.02557
C14 -0.96387 2.22807 2.96709
O5 -1.94013 3.15242 3.38177
C15 -2.64295 3.66926 2.26715
C16 -1.68255 4.39627 1.31496
C17 -0.50016 -0.18939 -0.12308
C18 -0.17769 -0.58713 -1.54405
C19 -1.08906 -1.31415 -2.30210
C20 -0.73866 -1.70127 -3.58312
C21 0.51625 -1.34628 -4.05752
N3 1.38056 -0.63859 -3.35316
C22 1.03883 -0.26801 -2.13438
C23 2.02153 -2.15696 0.25630
H1 4.20044 -0.86667 1.50283
H2 3.71235 0.12879 0.10004
H3 5.42650 -0.26842 0.35901
H4 4.12665 -3.87467 -1.73824
H5 2.12997 -5.32403 -1.93900
H6 0.05938 -4.74215 -0.71383
H7 -1.84775 -3.25005 1.79740
H8 -1.61460 1.75272 -1.83548
H9 -2.68226 2.37454 -0.55457
H10 -0.68286 3.77841 -1.12421
H11 0.38850 2.49779 -0.55843
H12 0.58305 3.66192 2.60650
H13 0.77764 2.16778 1.66813
H14 -0.46627 1.88003 3.87498
H15 -1.44715 1.37047 2.47527
H16 -3.37694 4.36707 2.67286
H17 -3.17017 2.85569 1.75230
H18 -1.26782 5.26320 1.84627
H19 -2.21806 4.74922 0.43359
H20 0.37585 0.30542 0.31850
H21 -2.05512 -1.57073 -1.88977
H22 -1.42109 -2.26723 -4.19726
H23 0.84451 -1.63325 -5.04717
H24 1.77968 0.31618 -1.60224
H25 1.97714 -1.29470 0.90156

## Properties
HOMO	-8.08	eV
SMILES string	COc1cccc(/C(O)=C2/C(=O)C(=O)N(CCN3CCOCC3)[C@@H]2c2cccnc2)c1
2S+1	1

Löwdin atomic charge list, values in e, 8 entries:
1 C -0.0776
2 O -0.0725
3 C -0.2651
4 C 0.0115
5 C -0.0555
6 C -0.0148
7 C -0.1455
8 C -0.1906

Stability check: which of them is least stable? ii.